(1)
DFT (ωB97M-V/def2-TZVPD) results for a molecular structure, C30H76BLiN6O20P2.

Charge: 0
Highest occupied orbital energy: -0.146 Eh
LUMO level: -2.6 eV
E: -101681.8220 eV

Last column: Mulliken charge in e.
CARTESIAN COORDINATES (ANGSTROEM)
Li -0.9454 -0.2581 0.0734  1.71
B 0.4266 -1.3413 -3.5325  0.39
H 1.0238 -1.0097 -4.4702  -0.19
H -1.1148 -0.8934 -4.0168  -0.18
H 6.7419 5.9978 -1.4029  -0.47
H -0.7887 -1.9159 -1.3094  -0.30
O -0.9555 1.4068 -0.2574  -0.67
P -1.2542 2.6593 -0.9901  -0.17
N -1.5879 2.5749 -2.5895  0.15
C -0.4886 2.5744 -3.6293  -0.79
C -2.7117 1.7228 -2.9624  -0.85
N 0.0183 3.6391 -0.8765  0.45
C 1.0763 3.3669 0.1248  -1.15
C -0.0716 5.0136 -1.3799  -1.09
N -2.7285 3.3392 -0.4444  0.70
C -3.3061 2.8565 0.7767  -0.70
C -3.5057 4.2830 -1.2236  -1.15
H -0.0736 1.5988 -3.8667  0.05
H 0.3003 3.1909 -3.2591  0.35
H -0.9057 2.9448 -4.5621  0.37
H -3.5728 1.8814 -2.3038  0.28
H -2.4132 0.6820 -3.0048  -0.13
H -3.0921 2.0835 -3.9165  0.46
H 1.2619 2.3110 0.0654  0.14
H 1.9814 3.9175 -0.2202  0.46
H 0.7788 3.7319 1.1072  0.34
H 0.8092 5.4055 -1.9110  0.38
H -0.9136 5.2310 -2.0305  0.31
H -0.2483 5.7837 -0.6044  0.32
H -3.6657 3.6130 1.4621  0.39
H -4.1707 2.1824 0.5139  0.19
H -2.5699 2.2774 1.2632  -0.19
H -3.9075 5.1280 -0.6473  0.31
H -4.4089 3.7736 -1.5707  0.39
H -3.0386 4.5681 -2.1706  0.35
O -1.6803 4.5260 3.4345  -0.99
P -1.0436 4.0246 4.6931  0.76
N 0.5105 3.3193 4.5689  0.35
C 1.4995 4.2759 4.0825  -0.96
C 0.5055 1.9764 3.9372  -0.71
N -1.9914 2.6608 5.2897  0.29
C -3.1034 2.1691 4.4994  -0.34
C -1.5778 1.8061 6.4072  -0.87
N -0.8671 5.2777 5.8525  0.16
C -2.0196 6.1858 5.9939  -1.01
C -0.1086 5.0272 7.1105  -1.12
H 2.4742 3.8394 4.3764  0.38
H 1.3228 5.2059 4.6346  0.39
H 1.4973 4.4173 3.0065  0.25
H -0.0586 1.2724 4.5584  -0.22
H 1.4907 1.5179 3.8708  0.41
H 0.0923 1.9845 2.9292  0.25
H -3.0629 2.6554 3.5210  -0.32
H -2.9351 1.0961 4.4267  0.17
H -4.0759 2.3601 4.9656  0.29
H -0.8224 2.3019 7.0446  0.14
H -2.4769 1.5501 6.9869  0.37
H -1.1146 0.8744 6.1077  0.30
H -2.5205 6.2765 5.0430  0.26
H -2.7208 5.7121 6.7100  0.33
H -1.7888 7.1898 6.3629  0.33
H 0.4389 5.9907 7.2903  0.34
H 0.5777 4.1764 7.0169  0.38
H -0.7624 4.8748 7.9566  0.31
C 0.1936 -4.4050 0.1284  0.26
O -0.5637 -5.6443 0.1181  -0.33
C -1.4944 -5.7790 1.0457  0.80
O -1.6713 -5.1058 2.0129  -0.53
O -2.0417 -6.9353 0.7299  -0.36
C -3.0678 -7.4497 1.6388  -0.65
H 0.8444 -4.2959 1.0304  0.33
H -0.4424 -3.5492 -0.0485  -0.34
H 0.7704 -4.3417 -0.8118  0.05
H -2.6089 -7.6507 2.6104  0.31
H -3.3222 -8.3497 1.1053  0.23
H -3.9075 -6.7594 1.7391  0.27
C 3.7332 -3.1072 -1.0299  -0.32
O 4.9950 -3.1993 -0.3788  -0.25
C 5.8806 -3.9715 -1.0920  0.72
O 5.6110 -4.6843 -2.0344  -0.55
O 7.1524 -3.7273 -0.5683  -0.31
C 8.2060 -4.4786 -1.1507  -0.75
H 3.7736 -2.5489 -1.9537  0.24
H 3.0206 -2.6016 -0.3934  0.00
H 3.3259 -4.1083 -1.1930  0.30
H 9.1141 -3.8819 -1.1816  0.31
H 8.1260 -4.6889 -2.2324  0.31
H 8.4178 -5.4424 -0.7046  0.30
C -5.9811 -2.3615 0.3661  -0.72
O -4.7384 -1.5879 0.4539  -0.30
C -3.7557 -1.6785 -0.4786  -0.15
O -2.6835 -1.1518 -0.3472  0.64
O -4.0960 -2.3595 -1.5119  -0.36
C -3.0248 -2.6383 -2.3787  -0.02
H -6.1462 -2.6198 1.4150  0.28
H -5.9118 -3.3043 -0.1974  0.31
H -6.7791 -1.7009 -0.0329  0.25
H -2.4217 -3.4594 -2.0220  0.25
H -2.4192 -1.7801 -2.6197  -0.47
H -3.5490 -2.9683 -3.2764  0.22
C 8.2032 1.1301 -3.2523  -0.67
O 6.8102 1.4390 -3.4683  -0.34
C 5.9278 0.5038 -3.3476  0.81
O 6.1486 -0.6489 -3.2179  -0.58
O 4.8384 1.1126 -3.5352  -0.40
C 3.6820 0.2612 -3.4244  -0.60
H 8.5168 1.3350 -2.2263  0.29
H 8.7765 1.7999 -3.9039  0.24
H 8.4616 0.0774 -3.4847  0.30
H 2.8297 0.7882 -3.8117  0.24
H 3.4572 0.1824 -2.3575  0.30
H 3.6927 -0.6625 -4.0294  0.35
C -2.5549 -6.0252 -6.3586  -0.69
O -2.1243 -4.7245 -5.7117  -0.26
C -1.1809 -4.0479 -6.3174  0.83
O -0.2997 -4.5063 -7.0329  -0.60
O -1.3414 -2.7951 -6.0110  -0.32
C -0.3153 -1.9129 -6.5676  -0.87
H -3.2484 -6.4603 -5.6818  0.19
H -1.6401 -6.5654 -6.5958  0.33
H -2.9927 -5.7264 -7.2943  0.32
H -0.2445 -2.2173 -7.5912  0.50
H 0.6554 -2.1296 -6.1142  0.23
H -0.5875 -0.8722 -6.4758  0.24
C 2.6031 -0.4798 2.4669  -0.69
O 1.4657 -0.8780 3.2432  -0.42
C 0.3113 -1.0770 2.6108  0.60
O 0.0547 -0.7811 1.5099  -0.19
O -0.5134 -1.5542 3.5418  -0.42
C -1.8101 -1.9435 3.1234  -0.26
H 2.3638 -0.4245 1.4147  0.13
H 3.4442 -1.1543 2.4437  0.33
H 2.8758 0.5277 2.7747  0.36
H -2.5366 -1.1757 3.4352  0.00
H -2.0895 -2.9082 3.5334  0.40
H -1.8358 -2.0351 2.0459  -0.08

---

(2)
DFT (ωB97M-V/def2-TZVPD) results for 13 unconnected molecules or ions with the total composition C30H76BO20.

Energy above the lowest of the compared OMol25 structures with the same formula, charge and spin: 377.0 kJ/mol
Charge: -1
Highest occupied orbital energy: -0.280 Eh
LUMO level: 2.0 eV
E: -73970.3654 eV

Last column: Mulliken charge in e.
CARTESIAN COORDINATES (ANGSTROEM)
O -2.1427 3.2155 1.0704  -0.68
C -1.7490 2.0495 0.8247  0.60
O -0.9447 1.7188 -0.2234  -0.38
B -0.6157 0.2422 -0.1064  0.78
O -1.3792 -0.2291 1.0620  -0.34
C -1.9879 0.7837 1.6817  0.61
O -2.5762 0.7546 2.7353  -0.64
O 0.8208 -0.1053 0.1639  -0.34
C 1.4251 -0.6317 -0.8911  0.67
O 2.6249 -0.7130 -1.1119  -0.66
C 0.2547 -0.9858 -1.8319  0.54
O -0.8459 -0.5337 -1.3767  -0.51
O 0.3749 -1.6531 -2.8557  -0.70
C 0.2314 6.7574 1.2324  -0.48
O -0.0199 7.9047 2.0017  -0.54
H 1.1713 6.7687 0.6806  0.27
H 0.2288 5.8595 1.8504  0.20
H -0.5761 6.6858 0.5038  0.24
H -0.7943 7.7202 2.5382  0.32
C -5.1077 -2.3796 -2.3036  -0.47
O -5.8552 -3.3710 -1.7460  -0.49
H -4.0476 -2.5856 -2.1561  0.20
H -5.2393 -2.4362 -3.3841  0.27
H -5.3295 -1.3838 -1.9199  0.18
H -6.0236 -3.9287 -2.5090  0.32
C 5.0522 0.0558 -5.2194  -0.61
O 4.4934 1.1154 -4.5360  -0.46
H 5.1189 0.3184 -6.2751  0.26
H 6.1005 0.0784 -4.9216  0.29
H 4.7766 -0.9784 -5.0131  0.23
H 4.5087 0.8713 -3.6076  0.29
C -7.8706 0.7615 1.9781  -0.52
O -7.8757 1.5328 3.1526  -0.51
H -7.0378 1.0499 1.3367  0.21
H -7.8208 -0.3144 2.1457  0.25
H -8.7685 0.8462 1.3661  0.25
H -7.0032 1.4908 3.5509  0.32
C -4.2676 7.9061 2.3135  -0.59
O -3.5636 7.0065 3.0950  -0.49
H -4.1373 7.5752 1.2831  0.28
H -5.2878 7.9385 2.6959  0.24
H -3.9153 8.9371 2.3440  0.23
H -3.4642 6.1789 2.6188  0.33
C -2.1155 3.3715 6.9893  -1.29
C -0.8653 2.6634 7.5017  0.44
C 0.1177 3.6896 8.0262  -1.22
O -1.3647 1.8039 8.4867  -0.57
H -2.6434 3.9304 7.7620  0.37
H -2.7193 2.5763 6.5521  0.35
H -1.9424 4.0863 6.1847  0.36
H -0.4400 1.9682 6.7779  0.30
H 1.0619 3.2532 8.3520  0.32
H -0.3621 4.2475 8.8303  0.28
H 0.3422 4.3148 7.1620  0.34
H -2.0562 2.1159 9.0750  0.32
C -3.6961 2.5339 -7.1588  -1.09
C -3.9777 2.5718 -5.5754  0.47
C -2.7195 2.1137 -4.8410  -1.22
O -4.3086 3.8649 -5.1308  -0.55
H -4.6256 2.8670 -7.6206  0.30
H -3.3962 1.5826 -7.5984  0.23
H -2.9013 3.1705 -7.5476  0.33
H -4.8030 1.9583 -5.2141  0.27
H -1.8254 2.5867 -5.2471  0.34
H -2.6330 1.0339 -4.9623  0.33
H -2.8599 2.2934 -3.7751  0.28
H -5.2515 3.9779 -5.2711  0.32
C -0.2084 -0.9333 -8.3301  -1.20
C -1.0977 -2.2578 -8.4244  0.51
C -2.2322 -2.3378 -7.4124  -1.15
O -1.5522 -2.2547 -9.7736  -0.55
H -0.5705 0.0767 -8.1378  0.25
H 0.3756 -0.6533 -9.2068  0.36
H 0.4458 -1.0130 -7.4619  0.34
H -0.5171 -3.1800 -8.3995  0.22
H -2.8437 -1.4358 -7.4347  0.22
H -1.9034 -2.7438 -6.4557  0.32
H -2.8519 -3.1646 -7.7595  0.40
H -2.2437 -2.9161 -9.8502  0.28
C 4.0644 -2.0058 6.9329  -1.29
C 3.9655 -1.7523 5.3597  0.70
C 4.4716 -2.9831 4.5151  -1.40
O 2.6561 -1.4560 4.9495  -0.49
H 3.4467 -2.8356 7.2764  0.33
H 3.6744 -1.1473 7.4796  0.34
H 5.1064 -2.1720 7.2063  0.36
H 4.6928 -0.9829 5.1005  0.11
H 3.9104 -3.9081 4.6473  0.32
H 5.4754 -3.2401 4.8534  0.37
H 4.3789 -2.6765 3.4732  0.39
H 2.5596 -1.6789 4.0207  0.27
C 3.4205 2.8255 2.5764  -1.23
C 4.7595 2.5757 1.9007  0.65
C 4.8404 3.2907 0.5602  -1.28
O 5.7993 3.0293 2.6568  -0.56
H 3.2594 3.8887 2.7544  0.35
H 3.3283 2.2855 3.5188  0.32
H 2.6170 2.5954 1.8768  0.26
H 4.8497 1.4987 1.7593  0.17
H 4.8420 4.3715 0.7021  0.33
H 4.0583 2.9905 -0.1371  0.32
H 5.8156 3.0322 0.1476  0.34
H 6.6390 2.7371 2.2947  0.34
C -1.7511 -5.6482 0.4803  -1.41
C -1.5682 -5.7766 2.0061  0.56
C -0.1782 -5.3265 2.5170  -1.06
O -2.6082 -4.8484 2.5053  -0.56
H -1.1469 -6.4171 -0.0011  0.40
H -1.2889 -4.7523 0.0658  0.31
H -2.8075 -5.7112 0.2193  0.39
H -1.7821 -6.7629 2.4179  0.25
H 0.1189 -4.3208 2.2197  0.17
H 0.5593 -5.9553 2.0183  0.33
H -0.1032 -5.4558 3.5967  0.32
H -2.7462 -4.1477 1.8638  0.31
C 5.5421 -6.2904 -0.5195  -1.23
C 5.1176 -6.3022 -1.9777  0.76
C 4.7800 -4.9536 -2.4983  -1.36
O 6.2270 -6.8476 -2.5861  -0.55
H 5.9712 -5.3339 -0.2211  0.28
H 6.3037 -7.0172 -0.2369  0.35
H 4.8096 -6.7159 0.1664  0.29
H 4.2564 -6.9263 -2.2165  0.21
H 5.3343 -4.1346 -2.0401  0.24
H 3.7502 -4.6023 -2.4346  0.36
H 4.7581 -4.8832 -3.5858  0.35
H 6.0701 -6.8074 -3.5324  0.31

---

(3)
DFT (ωB97M-V/def2-TZVPD) results for 8 unconnected molecules or ions with the total composition C30H77NO13PS8.

Energy above the lowest of the compared OMol25 structures with the same formula, charge and spin: 897.2 kJ/mol
Charge: +1
Highest occupied orbital energy: -0.363 Eh
LUMO level: -2.2 eV
E: -156415.1008 eV

Last column: Mulliken charge in e.
CARTESIAN COORDINATES (ANGSTROEM)
C 2.0236 -3.9092 -1.3192  -0.52
C 3.4308 -3.1508 -0.9573  0.92
O 4.3190 -2.8973 -2.1017  -0.40
C 3.6462 -2.1695 -3.1878  -0.51
C 3.0418 -0.7024 -2.7773  0.31
O 3.7347 -0.0268 -1.6694  -0.36
C 2.9748 1.1632 -1.2559  -0.32
C 1.5977 0.8364 -0.4078  -0.07
O 0.5240 1.6388 -1.0238  -0.18
C -0.8145 1.1851 -0.6128  -0.51
N -1.9020 1.4509 -1.6746  0.63
C -3.2358 1.4955 -0.9590  -0.61
C -4.5263 1.8277 -1.9136  -0.42
C -5.5500 0.5345 -2.1345  -0.48
C -6.9770 0.7357 -1.2970  -0.31
O -7.4793 -0.6075 -0.9647  -0.38
C -8.3292 -1.1649 -2.0300  0.63
C -9.6124 -2.1054 -1.5685  -0.76
O -8.1504 -0.9602 -3.3562  -0.59
C -1.8947 0.2776 -2.6744  0.19
O -2.0073 0.7149 -4.0788  -0.27
C -0.9838 0.0811 -4.9253  -0.28
C 0.1796 1.2016 -5.2072  -0.40
P -1.5410 3.0340 -2.4933  0.09
S -1.7641 4.5445 -1.2470  -0.29
H 1.7950 -4.6537 -0.4437  0.19
H 1.1560 -3.0920 -1.2832  -0.04
H 2.0388 -4.4413 -2.3783  0.26
H 4.0296 -3.8846 -0.2308  -0.48
H 3.2173 -2.1849 -0.2908  0.02
H 2.8127 -2.7947 -3.7515  0.18
H 4.4833 -1.9631 -4.0138  0.32
H 1.8796 -0.8076 -2.6439  -0.27
H 3.1920 -0.0035 -3.7335  0.28
H 2.6413 1.7259 -2.2521  0.17
H 3.6161 1.9315 -0.6058  0.13
H 1.3183 -0.3114 -0.5066  0.16
H 1.6950 1.0659 0.7518  0.25
H -1.1675 1.7746 0.3610  0.07
H -0.8227 0.0377 -0.2902  0.49
H -3.4079 0.4577 -0.4458  0.41
H -3.2370 2.3023 -0.0833  0.00
H -5.1644 2.6754 -1.3853  0.47
H -4.2680 2.2154 -2.9873  0.19
H -5.0073 -0.4697 -1.8634  0.25
H -5.8681 0.5178 -3.2779  0.24
H -6.7346 1.3859 -0.3276  0.34
H -7.7467 1.3804 -1.9231  0.22
H -10.4840 -1.9325 -2.3566  0.22
H -9.2214 -3.2097 -1.5513  0.30
H -9.9154 -1.7306 -0.4897  0.28
H -2.8605 -0.3628 -2.4006  -0.05
H -0.9387 -0.3610 -2.4387  0.09
H -1.4850 -0.1631 -5.9758  0.28
H -0.5571 -0.9274 -4.5111  0.29
H -0.3402 2.2188 -5.5090  0.25
H 0.9761 0.8679 -6.0201  0.37
H 0.7829 1.3627 -4.1957  -0.19
H -0.2227 3.0134 -3.1127  0.13
H -2.4757 3.2974 -3.5961  0.17
C 5.8883 4.1259 2.1136  -1.00
S 4.1371 3.8110 2.4375  0.45
O 3.7369 2.6133 1.6278  -0.54
C 3.5162 5.2786 1.5795  -0.90
H 6.4718 3.3024 2.5334  0.34
H 6.0671 4.1820 1.0368  0.30
H 6.1883 5.0605 2.5936  0.37
H 3.8381 5.2655 0.5354  0.41
H 3.8908 6.1767 2.0766  0.38
H 2.4251 5.2691 1.6234  0.15
C 0.5002 -4.9724 3.4459  -0.92
S 0.9200 -6.3541 2.3571  0.64
O 0.5023 -5.9760 0.9669  -0.65
C -0.3251 -7.4957 3.0068  -1.02
H 1.1376 -4.1224 3.1885  0.28
H -0.5472 -4.6915 3.3097  0.31
H 0.6812 -5.2558 4.4854  0.36
H -1.3224 -7.0629 2.8975  0.30
H -0.1177 -7.6997 4.0600  0.37
H -0.2693 -8.4273 2.4398  0.31
C -2.6325 4.2098 3.0320  -0.82
S -3.5430 2.6640 3.2610  0.40
O -4.1647 2.3071 1.9432  -0.51
C -4.8463 3.3617 4.3051  -1.02
H -1.7839 4.0172 2.3704  0.21
H -3.2802 4.9635 2.5771  0.38
H -2.2629 4.5647 3.9970  0.30
H -5.3602 4.1664 3.7740  0.32
H -4.4068 3.7429 5.2300  0.39
H -5.5597 2.5699 4.5430  0.35
C 0.9651 6.0771 6.5965  -1.04
S 1.1242 5.3435 4.9511  0.57
O 2.5367 5.5607 4.4950  -0.57
C 0.0858 6.5563 4.0988  -0.99
H 1.5724 5.4958 7.2952  0.34
H 1.3209 7.1105 6.5831  0.32
H -0.0798 6.0435 6.9140  0.38
H 0.4941 7.5604 4.2361  0.43
H -0.9313 6.5071 4.4950  0.34
H 0.0718 6.3123 3.0345  0.27
C 6.4859 -4.7543 3.0190  -1.00
S 6.0005 -4.7211 1.2771  0.54
O 4.7309 -5.5096 1.1474  -0.64
C 7.3523 -5.7665 0.6811  -0.81
H 5.7496 -4.1872 3.5946  0.33
H 6.5113 -5.7848 3.3823  0.30
H 7.4682 -4.2904 3.1354  0.35
H 7.3259 -6.7355 1.1853  0.33
H 8.3072 -5.2704 0.8710  0.24
H 7.2280 -5.9130 -0.3939  0.31
C -10.7707 0.4896 -4.3600  -0.43
S -10.9011 2.2595 -4.0118  0.50
O -11.1797 2.4114 -2.5456  -0.63
C -12.4628 2.5135 -4.8905  -0.94
H -9.8735 0.1049 -3.8680  -0.18
H -11.6474 -0.0353 -3.9722  0.30
H -10.6850 0.3327 -5.4379  0.37
H -13.2372 1.8668 -4.4712  0.30
H -12.3235 2.2932 -5.9516  0.34
H -12.7593 3.5580 -4.7737  0.33
C 12.3472 -3.1454 1.3667  -0.91
S 11.7137 -4.7590 0.8512  0.46
O 10.3522 -4.5412 0.2601  -0.59
C 11.4817 -5.4167 2.5213  -0.89
H 12.5284 -2.5427 0.4729  0.31
H 11.6146 -2.6391 2.0003  0.29
H 13.2867 -3.2759 1.9089  0.36
H 10.8019 -4.7737 3.0853  0.25
H 12.4486 -5.4759 3.0268  0.39
H 11.0528 -6.4179 2.4421  0.31